Density functional theory data (wB97M-V/def2-TZVPD) for a molecular structure, C28H29BF11InN6O4S5.

Results
E_HOMO ... -1.17 eV
Net charge ... -2
Energy above the lowest of the compared OMol25 structures with the same formula, charge and spin ... 0.00 kJ/mol
Max |F| ... 0.56 eV/A
HOMO-LUMO gap ... 5.34 eV

```
85
Properties=species:S:1:pos:R:3:lowdin_charge:R:1
In -0.5922 -0.6918 -0.2264 0.31
F 4.3298 2.2461 3.7369 0.13
C 4.0569 1.2257 4.5504 -0.68
F 5.0670 0.3470 4.4646 0.11
F 4.0253 1.6860 5.8057 0.12
S 2.4890 0.3703 4.0911 0.57
O 2.6952 -0.0658 2.7421 -0.29
O 2.3202 -0.6252 5.1136 -0.29
N 1.5530 1.6242 4.2520 -0.30
S 0.0108 1.6681 4.0130 0.55
O -0.4606 0.9208 2.8792 -0.33
O -0.4656 3.0094 4.1954 -0.29
C -0.6580 0.7815 5.5120 -0.66
F -1.9210 1.1751 5.7679 0.10
F 0.0638 1.0729 6.5984 0.12
F -0.6631 -0.5366 5.3487 0.13
C -3.2186 1.6837 1.1354 -0.02
N -3.3825 0.4900 1.9503 -0.11
C -3.5127 0.4808 3.3189 -0.06
C -3.4560 -0.8110 3.7061 -0.07
N -3.2975 -1.5928 2.5818 0.00
B -3.1898 -3.1436 2.6691 -0.43
N -2.1199 -3.7676 1.6917 -0.01
C -2.3616 -4.9822 1.0971 -0.07
C -1.2318 -5.3934 0.4775 -0.05
N -0.2943 -4.4118 0.6882 -0.14
C 1.0867 -4.4607 0.2453 -0.07
C -0.8521 -3.4218 1.4230 -0.69
S -0.0225 -1.9718 1.8672 0.73
C -3.2691 -0.7833 1.5146 -0.72
S -3.1253 -1.2509 -0.1369 0.66
H -2.8684 2.4838 1.7844 0.10
H -4.1616 1.9613 0.6634 0.09
H -2.4646 1.5128 0.3650 0.03
H -3.5557 1.3914 3.8874 0.12
H -3.4603 -1.2461 4.6882 0.12
H -2.8640 -3.3979 3.8074 0.07
H -4.2441 -3.6670 2.3776 0.07
H -3.3314 -5.4401 1.1587 0.11
H -1.0194 -6.2634 -0.1170 0.12
H 1.1265 -4.9883 -0.7045 0.08
H 1.7000 -4.9646 0.9941 0.09
H 1.4469 -3.4479 0.0975 0.04
F 3.2112 -0.3299 -5.9972 0.10
C 2.3674 -0.8381 -5.0871 -0.14
C 2.6960 -0.8304 -3.7458 -0.15
F 3.8806 -0.3461 -3.3656 0.11
C 1.8210 -1.3783 -2.8254 -0.24
F 2.2021 -1.3856 -1.5397 0.07
C 0.5992 -1.9439 -3.1830 -0.52
S -0.5215 -2.6266 -2.0249 0.65
C 0.3168 -1.9472 -4.5476 -0.27
F -0.8313 -2.4743 -4.9978 0.07
C 1.1730 -1.4056 -5.4859 -0.15
F 0.8511 -1.4233 -6.7916 0.09
C -2.6424 2.6785 -2.8078 -0.08
C -1.5962 2.0562 -3.7363 -0.38
C -1.9744 0.6117 -4.0755 -0.06
C -0.1631 2.2058 -3.2476 -0.16
C 0.7144 2.8915 -4.0693 -0.09
C 2.0437 3.1075 -3.7226 -0.14
C 2.4668 2.6418 -2.4867 -0.09
C 1.6368 1.9468 -1.6172 -0.17
C 2.1444 1.6410 -0.2240 -0.39
C 1.7495 2.7912 0.7069 -0.05
C 3.6454 1.3731 -0.1289 -0.07
C 0.2750 1.6631 -1.9811 -0.34
N -0.6391 0.9881 -1.2547 -0.11
H -3.6155 2.7205 -3.3102 0.06
H -2.3575 3.6941 -2.5201 0.08
H -2.7343 2.0764 -1.9075 0.04
H -1.6406 2.6201 -4.6774 0.11
H -1.9721 -0.0082 -3.1790 0.05
H -1.2635 0.1948 -4.7916 0.06
H -2.9718 0.5715 -4.5276 0.07
H 0.3413 3.2671 -5.0199 0.09
H 2.7199 3.6359 -4.3845 0.07
H 3.4904 2.8331 -2.1824 0.09
H 1.6398 0.7474 0.1536 0.07
H 2.1956 3.7243 0.3479 0.08
H 2.0915 2.6140 1.7276 0.05
H 0.6645 2.9162 0.7198 0.08
H 4.2281 2.2791 -0.3207 0.07
H 3.9598 0.6119 -0.8436 0.07
H 3.8907 1.0295 0.8762 0.06
```

---

Density functional theory data (wB97M-V/def2-TZVPD) for a molecular structure, C28H29BHgN6Si in a non-equilibrium geometry.

Results
E_HOMO (spin up / spin down) ... -13.71 / -13.73 eV
Net charge ... +2
Max |F| ... 4.11 eV/A
HOMO-LUMO gap (spin up / spin down) ... 4.40 / 4.43 eV

```
66
Properties=species:S:1:pos:R:3:lowdin_charge:R:1
C -2.4848 -1.4988 -0.8598 -0.15
N -1.1826 -1.1567 -0.8874 0.01
N -0.8155 -1.1590 -2.2044 -0.06
C -1.8753 -1.4321 -2.9946 -0.06
C -2.9666 -1.6890 -2.1674 -0.04
B 0.6510 -0.9426 -2.6344 -0.46
N 0.9924 0.5755 -2.3209 -0.03
N 0.8247 1.2442 -1.1120 -0.03
C 1.3045 2.4943 -1.3065 -0.18
C 1.6955 2.6746 -2.6490 -0.04
C 1.4519 1.4434 -3.2649 -0.05
Hg -0.7071 1.5538 1.0335 1.10
N 1.5837 -2.0627 -2.0015 0.03
N 1.5553 -2.1821 -0.6532 0.16
C 2.4758 -3.0720 -0.2857 -0.06
C 3.0273 -3.6742 -1.4384 0.09
C 2.4212 -3.0151 -2.5220 0.09
H 2.7003 -3.2338 0.7509 0.12
H 2.5149 -3.1479 -3.5901 0.16
H 3.7532 -4.4588 -1.4574 0.13
H 0.7118 -1.0852 -3.8297 0.12
H 1.5449 1.1392 -4.3075 0.13
H -1.7754 -1.4403 -4.0686 0.13
H 2.0903 3.5656 -3.1024 0.10
H -3.9588 -1.9831 -2.4445 0.10
H 1.3435 3.2314 -0.5173 0.08
H -3.0347 -1.5780 0.0701 0.09
H 1.2773 1.9675 1.9727 0.06
C 0.6603 2.8316 2.3794 -0.12
H 1.2110 3.7343 2.0770 0.07
H -0.3854 3.0788 2.0200 0.00
H 0.6330 2.7789 3.4729 0.06
C -0.2788 -5.0898 2.8498 -0.05
C -0.4383 -4.4198 1.6215 -0.06
C -0.5477 -3.0230 1.6045 -0.12
C -0.6431 -2.2910 2.8076 -0.27
C -0.4153 -2.9716 4.0228 -0.08
C -0.2394 -4.3596 4.0393 -0.05
Si -1.2179 -0.5153 2.7374 0.81
C -3.0292 -0.3540 2.3782 -0.34
C -3.5708 0.6732 1.5789 -0.16
C -4.9350 0.7529 1.3238 -0.05
C -5.8005 -0.1821 1.8999 -0.03
C -5.2815 -1.2042 2.7080 -0.04
C -3.9021 -1.3080 2.9346 -0.07
C -0.6824 0.2315 4.3485 -0.33
C -1.6110 0.9857 5.0829 -0.08
C -1.2352 1.5566 6.3003 -0.05
C 0.0600 1.3791 6.7962 -0.03
C 0.9966 0.6471 6.0570 -0.05
C 0.6266 0.0602 4.8423 -0.11
H -0.1774 -6.1790 2.8607 0.12
H -0.4698 -4.9723 0.6740 0.12
H -0.5712 -2.4851 0.6462 0.04
H -0.3930 -2.4167 4.9574 0.10
H -0.0747 -4.8711 4.9857 0.12
H -2.9289 1.4463 1.1247 0.03
H -5.3118 1.5497 0.6793 0.12
H -6.8748 -0.1110 1.7198 0.12
H -5.9488 -1.9354 3.1692 0.12
H -3.4973 -2.1182 3.5478 0.12
H -2.6312 1.0933 4.7042 0.11
H -1.9638 2.1436 6.8599 0.12
H 0.3448 1.8279 7.7514 0.12
H 2.0157 0.5214 6.4300 0.12
H 1.3460 -0.5565 4.2913 0.11
```

---

Density functional theory data (wB97M-V/def2-TZVPD) for a molecular structure, C28H29Br2N5O2W in a non-equilibrium geometry.

Results
E_HOMO (spin up / spin down) ... -13.46 / -14.02 eV
Net charge ... +2
Max |F| ... 2.98 eV/A
HOMO-LUMO gap (spin up / spin down) ... 6.48 / 6.38 eV
Multiplicity ... 3
⟨S²⟩ ... 2.045

```
67
Properties=species:S:1:pos:R:3:lowdin_spin:R:1
W 1.0248 -0.4821 0.0719 0.79
Br -3.0373 -3.8106 -4.1632 0.00
C -1.8918 -2.8407 -3.0838 0.00
C -1.8639 -1.4606 -3.1469 0.00
C -1.0163 -0.7816 -2.2939 0.00
N -0.2308 -1.4206 -1.4182 0.01
C -0.1939 -2.7630 -1.4201 0.00
C -1.0245 -3.5061 -2.2169 0.00
C 0.9034 -3.3605 -0.5988 0.02
C 1.1485 -4.7079 -0.5506 0.00
C 2.3031 -5.1634 0.0806 0.03
Br 2.6572 -6.9765 0.1739 0.01
C 3.1838 -4.2409 0.6104 -0.01
C 2.8564 -2.9004 0.5602 0.03
N 1.7171 -2.4672 -0.0030 0.00
H -2.4886 -0.9135 -3.8380 0.00
H -0.9781 0.2957 -2.2877 0.00
H -0.9985 -4.5848 -2.1952 0.00
H 0.4706 -5.4097 -1.0124 0.00
H 4.1114 -4.5490 1.0721 0.00
H 3.4962 -2.1543 1.0028 0.00
O 2.7057 -0.1999 0.9150 0.03
N 2.1690 1.0838 0.6626 0.00
N 2.5145 1.3746 -0.7236 0.37
O 2.0426 0.3948 -1.5019 0.22
C 2.7608 2.6212 -1.1932 0.04
C 2.7638 2.8434 -2.5894 0.10
C 3.0490 4.1063 -3.0426 0.00
C 3.3253 5.1367 -2.1357 0.16
C 3.3229 4.9041 -0.7583 -0.01
C 3.0511 3.6505 -0.2674 0.11
H 2.5577 2.0282 -3.2666 0.01
H 3.0662 4.3034 -4.1058 0.00
H 3.5518 6.1269 -2.5085 0.01
H 3.5422 5.7110 -0.0732 0.00
H 3.0537 3.4422 0.7926 0.00
C -4.9249 1.7560 1.2979 0.00
C -3.5098 1.6228 0.7979 0.00
C -3.0217 2.4826 -0.1849 0.00
C -1.7173 2.3942 -0.6537 0.00
C -1.1962 3.3197 -1.7209 0.00
C -0.9176 1.4239 -0.0700 0.00
C -1.3559 0.5604 0.9335 0.00
C -2.6761 0.6483 1.3449 0.00
N -0.4072 -0.4025 1.4061 0.03
C -0.5966 -1.1100 2.7316 0.02
C -1.5356 -2.2975 2.5263 0.00
C -1.1199 -0.1192 3.7832 0.00
C 0.7612 -1.6209 3.1914 0.01
H -5.5587 2.2623 0.5723 0.00
H -4.9451 2.3396 2.2205 0.00
H -5.3606 0.7814 1.5165 0.00
H -3.6766 3.2468 -0.5901 0.00
H -1.1680 4.3490 -1.3596 0.00
H -1.8415 3.3057 -2.6005 0.00
H -0.1851 3.0492 -2.0323 0.00
H 0.1305 1.4465 -0.3691 0.00
H -3.0789 -0.0294 2.0797 0.00
H -2.5423 -1.9936 2.2440 0.00
H -1.6067 -2.8704 3.4519 0.00
H -1.1506 -2.9630 1.7498 0.00
H -2.2056 -0.0864 3.8442 0.00
H -0.7564 0.8935 3.6029 0.00
H -0.7511 -0.4282 4.7607 0.00
H 1.1873 -2.3435 2.4958 0.00
H 0.6277 -2.1362 4.1413 0.00
H 1.4747 -0.8107 3.3414 0.00
```

---

The lowest net charge belongs to which entry?
C28H29BF11InN6O4S5